Computed, not measured: an isolated molecule of H5ISi2 at a distorted geometry, with ωB97M-V/def2-TZVPD.

```
8
Properties=species:S:1:pos:R:3:nbo_charge:R:1
H 0.573 -2.051 -0.048 -0.1282
Si 1.233 -0.647 -0.588 0.3982
H -1.394 1.034 -1.099 -0.1105
H 0.005 2.003 0.440 -0.1462
Si -0.479 0.784 0.040 0.4569
H 1.580 -1.088 -1.918 -0.1449
I 3.483 0.056 0.160 -0.2048
H -0.787 -0.090 1.136 -0.1206
```

Summary:
LUMO: 0.109 eV
SMILES: [SiH3][SiH2]I
2S+1: 1
Energy above the lowest of the compared OMol25 structures with the same formula, charge and spin: 14.9 kcal/mol
Electronic energy: -23936.1424 eV

Computed, not measured: a cluster of 2 separate species, H5ISi2 in total at a distorted geometry, with ωB97M-V/def2-TZVPD.

```
8
Properties=species:S:1:pos:R:3:nbo_charge:R:1
H 2.547 0.798 0.561 -0.3092
Si 1.926 1.637 -0.469 0.6453
Si -0.966 -1.199 0.109 0.5688
H -1.562 -0.827 -1.192 -0.1381
H -2.168 -1.789 0.994 -0.1280
H 0.242 -2.264 -0.099 -0.1283
I 1.938 3.786 0.979 -0.3383
H -0.469 -0.130 0.909 -0.1722
```

Summary:
LUMO: -1.447 eV
2S+1: 1
Energy above the lowest of the compared OMol25 structures with the same formula, charge and spin: 48.1 kcal/mol
Electronic energy: -23934.7028 eV

Computed, not measured: an isolated molecule of H5ISi2 at a distorted geometry, with ωB97M-V/def2-TZVPD.

```
8
Properties=species:S:1:pos:R:3:nbo_charge:R:1
H 1.828 -1.379 0.064 -0.1148
I -1.160 2.036 2.240 -0.3941
H -1.370 1.360 -1.124 -0.1341
H 0.827 2.029 -0.566 -0.1315
Si -0.174 0.986 -0.372 0.5909
H -0.042 -1.986 -1.269 -0.1209
H -0.285 -1.802 1.101 -0.0964
Si 0.376 -1.242 -0.073 0.4009
```

Summary:
LUMO: -1.052 eV
SMILES: [SiH3][SiH2]I
2S+1: 1
Energy above the lowest of the compared OMol25 structures with the same formula, charge and spin: 18.5 kcal/mol
Electronic energy: -23935.9899 eV

Computed, not measured: a cluster of 2 separate species, H5N2O2P in total at a distorted geometry, with ωB97M-V/def2-TZVPD.

```
10
Properties=species:S:1:pos:R:3:nbo_charge:R:1
H -0.799 0.736 -0.687 0.4306
H 1.991 -1.727 1.065 0.4088
H -2.304 -0.201 -0.399 0.3607
P 1.478 0.481 0.340 1.4671
O 0.837 0.584 -1.013 -1.1259
H -2.230 1.583 -0.041 0.3605
O -1.196 0.373 1.152 -0.7196
H 1.820 -1.352 -0.643 0.4044
N 2.072 -1.112 0.287 -1.1929
N -1.671 0.634 -0.061 -0.3937
```

Summary:
LUMO: 0.457 eV
SMILES: [NH3+][O-].NP=O
2S+1: 1
Energy above the lowest of the compared OMol25 structures with the same formula, charge and spin: 89.4 kcal/mol
Electronic energy: -16443.2682 eV

Computed, not measured: a cluster of 2 separate species, H5N2O2P in total at a distorted geometry, with ωB97M-V/def2-TZVPD.

```
10
Properties=species:S:1:pos:R:3:nbo_charge:R:1
O -1.184 1.165 -0.678 -1.0099
H -1.786 -1.913 0.733 0.3742
H -0.334 0.820 -0.905 0.5077
H 0.901 -0.801 -0.181 0.3685
H 0.995 1.090 1.376 0.4744
P -2.154 0.092 0.076 1.3127
N 1.214 0.104 -0.424 -0.5362
O 1.667 0.750 0.813 -0.6086
H 2.041 -0.069 -0.974 0.3554
N -1.358 -1.237 0.164 -1.2382
```

Summary:
LUMO: 0.417 eV
SMILES: [H]/N=P/O.NO
2S+1: 1
Energy above the lowest of the compared OMol25 structures with the same formula, charge and spin: 82.5 kcal/mol
Electronic energy: -16443.5656 eV

Computed, not measured: a cluster of 2 separate species, H5N2P in total at a distorted geometry, with ωB97M-V/def2-TZVPD.

```
8
Properties=species:S:1:pos:R:3:nbo_charge:R:1
H 1.096 -0.419 -1.016 0.3846
H 1.833 1.008 -1.253 0.4063
N -0.362 -0.679 0.862 -1.1605
N 1.148 0.493 -0.720 -1.1546
H -1.310 -1.024 0.958 0.3960
H -0.022 -0.465 1.794 0.3675
H -2.086 0.206 -0.745 -0.2600
P -0.297 0.880 0.120 1.0208
```

Summary:
LUMO: 0.402 eV
2S+1: 1
Energy above the lowest of the compared OMol25 structures with the same formula, charge and spin: 38.1 kcal/mol
Electronic energy: -12348.1890 eV